Density functional theory data (ωB97M-V with the def2-TZVPD basis set) for a 24-piece molecular cluster, C34H13BrCl96N3O3 overall at a distorted geometry.

## Properties
E_HOMO (hartree): -0.202
Net charge: -1
Orbital gap (eV): 6.6
DFT total energy (Eh): -48445.3640

```
150
Properties=species:S:1:pos:R:3:mulliken_charge:R:1
C 1.97497 2.30088 3.70547 -0.964
C 1.76931 1.39525 2.95302 0.068
N 1.35379 0.20261 2.43330 0.843
C 2.41899 -0.33375 1.57721 -0.103
C 3.82401 -0.28559 2.22386 0.440
C 3.91669 -1.00996 3.54039 -0.187
N 3.15011 -0.63626 4.66629 -0.247
O 4.70188 -1.91465 3.64819 -0.652
C 0.05491 0.43246 1.70093 0.002
Br -0.07815 -0.65125 0.02310 -0.325
N -1.13092 0.10431 2.38534 -0.003
C -1.39850 0.56919 3.53408 0.666
C -0.70425 0.24508 4.82879 -1.468
C -2.59542 1.47068 3.67103 -0.692
C 0.07818 1.91930 1.19274 0.388
O -0.66339 2.75310 1.71058 -0.597
O 0.83731 2.11668 0.28855 -0.621
H 2.04365 3.23781 4.16269 0.403
H 2.29490 -1.38932 1.37778 0.035
H 2.50883 0.22918 0.67023 -0.282
H 4.24078 0.71658 2.23160 0.532
H 4.44654 -0.85610 1.54605 0.193
H 2.22711 -1.04717 4.54768 0.101
H 3.57129 -1.12179 5.44976 0.335
H -1.46099 -0.18572 5.48293 0.460
H 0.03298 -0.53003 4.68199 0.143
H -0.27534 1.10617 5.32894 0.310
H -3.12195 1.44500 2.72541 0.428
H -2.27360 2.49312 3.82031 0.396
H -3.28430 1.12054 4.43745 -0.214
C 0.94167 6.68782 4.98588 0.110
Cl 2.15745 7.67499 4.16525 -0.110
Cl -0.01998 7.71610 6.06159 -0.137
Cl -0.10899 5.93379 3.79282 0.124
Cl 1.75491 5.43798 5.94551 -0.053
C -6.05157 2.09295 5.67210 0.205
Cl -7.36743 2.50740 6.78100 -0.121
Cl -4.88944 3.41164 5.57027 -0.045
Cl -5.21264 0.64946 6.25216 -0.097
Cl -6.71112 1.78741 4.06139 0.005
C -2.76949 7.04540 1.11755 -0.043
Cl -3.78231 7.63467 2.44775 0.063
Cl -1.42412 8.17116 0.87417 -0.147
Cl -2.11305 5.44734 1.51944 0.134
Cl -3.72751 6.96073 -0.36799 0.000
C -6.71434 4.35689 1.43384 0.252
Cl -7.34943 5.41651 0.16832 -0.129
Cl -4.97171 4.55230 1.54634 0.187
Cl -7.47920 4.76308 2.97759 -0.105
Cl -7.05550 2.66143 1.03410 -0.153
C 1.73082 -4.85370 1.18504 0.198
Cl 2.73573 -6.26674 0.80884 -0.125
Cl 2.71485 -3.61683 1.96904 -0.032
Cl 1.06606 -4.21623 -0.31356 -0.022
Cl 0.41807 -5.33164 2.26651 -0.090
C 5.35320 2.55212 6.62732 0.186
Cl 6.62070 1.40955 6.15742 -0.095
Cl 4.06676 2.53088 5.42405 -0.021
Cl 4.69356 2.08482 8.20178 -0.085
Cl 6.04054 4.18226 6.74442 -0.129
C -5.11591 -2.66937 3.94970 0.210
Cl -3.95187 -1.47869 3.36454 0.034
Cl -6.44678 -1.83420 4.76350 -0.097
Cl -5.72877 -3.60308 2.57916 -0.012
Cl -4.32037 -3.75875 5.09560 -0.131
C -5.91961 10.77936 4.52718 0.325
Cl -6.49345 11.53371 3.03607 -0.105
Cl -6.91369 11.32558 5.88449 -0.110
Cl -6.03576 9.02495 4.38063 -0.042
Cl -4.23649 11.23475 4.80791 -0.091
C -2.30172 8.29947 -4.07869 0.305
Cl -1.55420 8.12693 -2.49453 -0.007
Cl -1.42988 7.31494 -5.25889 -0.101
Cl -3.98652 7.76279 -3.99683 -0.105
Cl -2.25173 9.99749 -4.57800 -0.113
C 5.12541 0.06031 -1.97103 0.250
Cl 6.21552 1.37260 -1.52863 -0.024
Cl 3.51152 0.49689 -1.45645 -0.018
Cl 5.15204 -0.18113 -3.72742 -0.129
Cl 5.62873 -1.43921 -1.16313 -0.065
C -1.55540 -9.35522 1.73126 0.285
Cl -2.57681 -8.60660 2.96471 -0.096
Cl -0.18236 -8.30379 1.39043 0.026
Cl -0.97608 -10.92087 2.31828 -0.113
Cl -2.50004 -9.59454 0.25453 -0.112
C 3.32050 4.43680 11.54414 0.299
Cl 2.71677 4.86750 9.94541 0.001
Cl 2.40064 5.30594 12.77975 -0.115
Cl 3.13952 2.69565 11.79204 -0.098
Cl 5.02875 4.87271 11.66647 -0.096
C 6.71455 -4.95235 -2.64002 0.108
Cl 7.71062 -6.35646 -3.04821 -0.085
Cl 7.71984 -3.71968 -1.87715 -0.068
Cl 5.98624 -4.27999 -4.11516 -0.060
Cl 5.42664 -5.43775 -1.53372 0.073
C 4.14330 -8.56681 -4.59419 0.182
Cl 5.18381 -9.48599 -3.49856 -0.117
Cl 4.43442 -9.09013 -6.26104 -0.115
Cl 2.45229 -8.85458 -4.17162 0.013
Cl 4.50933 -6.84694 -4.44624 0.065
C -8.86293 2.20617 -3.12619 0.223
Cl -8.13962 2.33613 -1.51923 0.016
Cl -7.76670 1.27831 -4.15985 -0.022
Cl -10.42532 1.38204 -3.01871 -0.120
Cl -9.09544 3.82273 -3.80650 -0.116
C -1.18067 -8.62099 -6.02356 0.257
Cl -1.07272 -8.84638 -4.27372 -0.070
Cl -2.03694 -9.98982 -6.74318 -0.106
Cl -2.06251 -7.13104 -6.36777 -0.015
Cl 0.45100 -8.52742 -6.70475 -0.091
C -6.63893 -2.38994 -6.07031 0.220
Cl -8.40126 -2.47960 -5.96186 -0.124
Cl -5.91891 -3.46556 -4.86879 -0.002
Cl -6.11410 -2.87532 -7.68636 -0.005
Cl -6.11258 -0.73241 -5.76770 -0.090
C 4.46481 4.98672 -1.96195 0.276
Cl 5.42858 5.60227 -0.60693 -0.119
Cl 3.09216 4.07849 -1.33847 0.044
Cl 3.88714 6.35016 -2.93617 -0.123
Cl 5.48463 3.93468 -2.96153 -0.100
C 9.05576 1.50054 1.23337 0.158
Cl 9.06984 1.33141 2.99285 -0.082
Cl 8.34053 0.05824 0.50879 -0.002
Cl 8.10750 2.92639 0.79075 -0.075
Cl 10.71486 1.69180 0.64788 -0.010
C -2.74192 -3.43497 -10.34303 0.237
Cl -2.98225 -1.71256 -10.03873 -0.086
Cl -4.31000 -4.24860 -10.37939 -0.057
Cl -1.93131 -3.65140 -11.90156 -0.103
Cl -1.74242 -4.12479 -9.06274 -0.005
C 0.72412 -3.64890 -6.81404 0.195
Cl 0.09468 -2.92214 -8.29917 -0.097
Cl -0.17221 -3.02537 -5.42743 -0.028
Cl 0.53799 -5.40565 -6.89238 0.050
Cl 2.43669 -3.24327 -6.64006 -0.071
C -6.85870 -3.80310 -13.54777 0.314
Cl -7.50167 -2.87355 -14.90753 -0.110
Cl -5.15035 -3.42778 -13.32521 -0.030
Cl -7.74529 -3.38533 -12.07635 -0.087
Cl -7.04380 -5.53041 -13.87548 -0.103
C -5.01617 -5.93978 -1.06619 0.220
Cl -6.41769 -5.65710 -0.02422 -0.108
Cl -3.98757 -4.50695 -1.06521 -0.040
Cl -4.10096 -7.32445 -0.45864 0.056
Cl -5.56649 -6.27250 -2.71366 -0.111
C 14.43180 0.45137 0.12041 0.360
Cl 13.93104 1.52748 -1.18938 -0.097
Cl 16.19365 0.49069 0.27399 -0.111
Cl 13.69346 0.98566 1.63134 -0.088
Cl 13.90820 -1.19628 -0.23964 -0.089
```

Density functional theory data (ωB97M-V with the def2-TZVPD basis set) for C34H21MgN7O5S7 as an isolated structure at a distorted geometry.

## Properties
E_HOMO (hartree): -0.072
Net charge: -2
Orbital gap (eV): 5.1
DFT total energy (Eh): -5055.4066

```
75
Properties=species:S:1:pos:R:3:mulliken_charge:R:1
Mg -0.35758 -0.49009 0.24485 1.343
S -4.20000 2.31343 6.20247 0.045
N -2.70416 1.69626 6.10450 -0.753
C -2.55431 1.25596 4.87000 0.736
C -1.36215 0.62061 4.33937 0.799
C -0.22853 0.35461 5.10305 -0.693
C 0.84686 -0.26518 4.50792 -1.222
C 0.76128 -0.58637 3.15573 -0.466
N -0.31873 -0.34495 2.42572 0.378
C -1.37830 0.24193 2.99405 -0.802
C -2.55803 0.45316 2.14292 -0.470
N -2.53513 -0.14091 0.94261 0.895
C -3.46028 0.27912 0.07582 -0.948
C -4.63530 0.89751 0.48246 -0.671
C -4.80826 1.23062 1.80951 -0.839
C -3.72190 1.03768 2.65743 1.008
C -3.70512 1.45966 4.04569 0.742
N -4.69977 2.04911 4.68426 -0.728
H -0.21875 0.63603 6.14844 0.496
H 1.74544 -0.50470 5.05815 0.507
H 1.58350 -1.05524 2.62658 0.615
H -3.28611 -0.01141 -0.95540 0.500
H -5.38472 1.14011 -0.25883 0.449
H -5.71690 1.68836 2.17586 0.484
C -1.49469 2.72387 -0.36849 -0.901
C -0.05251 2.78600 0.03714 0.576
C 0.52936 4.05715 0.26881 -1.031
C 1.82766 4.13695 0.65526 -0.962
C 2.60088 2.96082 0.76685 1.129
C 3.96636 3.00895 1.12213 -0.808
C 4.68033 1.84338 1.17056 -0.747
C 4.07643 0.62051 0.84924 -0.593
C 2.74087 0.51443 0.48515 0.494
S 2.07770 -1.02215 0.03415 0.077
C 1.96630 1.72652 0.48245 -1.265
N 0.62843 1.66844 0.17135 0.153
H -1.80412 3.66684 -0.81931 0.587
H -2.13362 2.53992 0.49760 0.119
H -1.65952 1.91460 -1.07822 -0.158
H -0.08233 4.94186 0.14858 0.481
H 2.29372 5.09447 0.86229 0.371
H 4.42035 3.96722 1.34605 0.324
H 5.72840 1.85600 1.44705 0.368
H 4.66342 -0.28909 0.87150 0.547
O -2.52491 -0.24639 -3.17716 -0.787
C -1.36249 -0.35603 -2.79335 0.065
O -0.96404 -0.40937 -1.58838 0.173
C -0.25919 -0.36501 -3.84582 -0.082
C 1.07984 -0.40648 -3.47866 -0.231
C 2.07874 -0.39042 -4.44603 -0.861
C 1.75198 -0.33059 -5.78860 -0.431
C 0.40796 -0.28755 -6.13180 -0.263
C -0.60415 -0.30476 -5.18975 -0.187
N 0.05492 -0.21275 -7.55741 1.045
O 0.96217 -0.19953 -8.37371 -0.663
O -1.12017 -0.14255 -7.85866 -0.626
H 1.33335 -0.47057 -2.42604 0.635
H 3.11760 -0.43580 -4.14462 0.439
H 2.50445 -0.31948 -6.56239 0.479
H -1.64612 -0.27145 -5.47076 0.616
O -4.87952 -3.26695 0.23074 -0.783
C -3.97806 -2.75661 0.86870 0.687
N -3.09578 -2.24761 1.47717 -0.656
C 1.58280 -3.56009 -2.62889 -0.237
S 1.79241 -5.19013 -1.87748 -0.226
C 2.13421 -4.75023 -0.22059 0.292
C 1.28145 -4.12766 0.64183 -0.337
S -0.30830 -3.53897 0.40855 -0.124
S 1.98752 -3.91309 2.24289 0.033
C 3.54164 -4.59145 1.98420 0.080
S 4.73125 -4.69816 3.15470 -0.381
S 3.73054 -5.14027 0.37944 -0.179
H 1.33408 -3.72595 -3.67791 0.350
H 2.49729 -2.97468 -2.55005 0.197
H 0.76211 -3.04139 -2.13350 -0.202
```